# 1
DFT (ωB97M-V/def2-TZVPD) results for 4 unconnected molecules or ions with the total composition C11H24IO17PS4.

Geometry as XYZ:
```
58
Properties=species:S:1:pos:R:3:mulliken_charge:R:1
C 3.72132 -1.17050 5.60462 -0.65
O 2.90654 -1.63265 4.55280 -0.37
C 2.55949 -0.64876 3.59013 -0.61
C 1.04338 -0.45294 3.49468 0.76
C 0.30032 -0.62393 4.82193 -0.70
C -1.01524 0.13861 4.81792 -0.69
O -0.89236 1.54572 4.44934 -0.25
S 0.30584 2.40563 5.06149 0.76
O -0.25422 3.38846 5.95327 -0.57
O 0.54519 3.22250 3.61248 -0.18
P 1.98942 3.17170 2.85927 0.31
O 1.55741 4.20572 1.67574 -0.42
I 3.40436 4.68234 4.27128 -0.23
H 4.07694 -2.05254 6.13853 0.26
H 3.17942 -0.52113 6.30577 0.24
H 4.58690 -0.61312 5.22368 0.31
H 3.05546 0.30256 3.82676 0.30
H 2.94822 -0.98313 2.62183 0.25
H 0.62541 -1.14998 2.76381 0.26
H 0.85604 0.55184 3.10578 -0.33
H 0.04628 -1.67305 4.99462 0.37
H 0.92562 -0.32591 5.66901 0.23
H -1.51885 0.09474 5.78614 0.34
H -1.68189 -0.25054 4.04814 0.32
H 2.29665 4.72573 1.33605 0.33
C 0.67764 1.93862 -0.81731 -0.33
C -0.71124 1.75937 -1.40547 -0.40
O -0.99779 0.37103 -1.15024 -0.16
S -0.35180 -0.08436 0.22776 0.92
O -1.31115 -0.03740 1.27026 -0.51
O 0.39929 -1.27279 0.00568 -0.60
O 0.63254 1.15564 0.39148 -0.19
H 1.45634 1.54345 -1.47073 0.29
H 0.89693 2.96374 -0.53134 0.29
H -0.75491 1.90391 -2.48123 0.35
H -1.45595 2.37692 -0.90300 0.28
C 0.47912 -2.16110 -3.08444 0.35
C 0.54305 -3.52506 -3.74044 -0.32
O 0.39733 -3.22470 -5.14566 -0.33
S 1.10155 -1.84578 -5.48549 1.06
O 2.40313 -2.04705 -6.01320 -0.56
O 0.17108 -1.05142 -6.21657 -0.53
O 1.23574 -1.32208 -3.99853 -0.26
H -0.53989 -1.78937 -3.02142 -0.23
H 0.96056 -2.11722 -2.11292 0.24
H -0.28252 -4.17134 -3.45760 0.31
H 1.49796 -4.02622 -3.58135 0.31
C -3.11972 0.25167 -5.72247 -0.24
C -4.59374 -0.10902 -5.73825 -0.36
O -4.72585 -0.99515 -4.61060 -0.32
S -3.75349 -0.54677 -3.43905 1.14
O -4.43646 0.24619 -2.48163 -0.58
O -3.02827 -1.69476 -3.01517 -0.55
O -2.83814 0.41562 -4.31187 -0.21
H -2.48601 -0.53368 -6.12142 0.23
H -2.90166 1.19850 -6.20803 0.30
H -4.89233 -0.66473 -6.62205 0.31
H -5.23900 0.75800 -5.59277 0.29
```

## Properties
**LUMO level**: 0.076 eV
**DFT total energy**: -107331.8807 eV
**Net charge**: 0
**Highest occupied orbital energy**: -9.327 eV

# 2
DFT (ωB97M-V/def2-TZVPD) results for C11H24O3 in the gas phase.

Geometry as XYZ:
```
38
Properties=species:S:1:pos:R:3:mulliken_charge:R:1
C 4.26821 -1.08265 0.55757 -1.08
C 3.61960 -0.01076 -0.26045 -0.60
C 2.20681 -0.43659 -0.67121 -0.28
C 1.25606 -0.37270 0.57749 -1.20
C -0.30045 -0.19746 0.18674 1.01
C -1.23054 -0.23933 1.28852 -1.32
C -2.66185 0.39830 1.17563 -0.84
C -3.50941 -0.48601 0.32244 -0.24
C -3.45318 -0.10326 -1.14157 -0.91
O -0.43602 -1.14495 -0.90858 -0.43
C -0.56440 -2.39210 -0.33603 -0.54
O -0.41612 1.06720 -0.58412 -0.38
O -0.02668 2.09358 0.29085 -0.18
C 0.92229 3.02682 -0.36611 -0.48
H 5.30998 -0.81274 0.52022 0.42
H 3.75343 -1.08022 1.56296 0.24
H 4.17651 -2.08935 -0.02344 0.22
H 4.23606 0.18848 -1.09619 0.46
H 3.46097 0.98017 0.25870 0.28
H 2.10070 -1.36281 -1.33846 0.29
H 1.76303 0.46501 -1.28952 0.10
H 1.48982 0.42810 1.22252 0.57
H 1.25622 -1.30724 1.21662 0.50
H -1.16137 -1.21975 1.75461 0.61
H -0.80580 0.24554 2.14630 0.54
H -3.12330 0.50470 2.14059 0.40
H -2.41998 1.32422 0.61864 0.39
H -4.61209 -0.50839 0.67605 0.34
H -3.18745 -1.51636 0.38072 0.12
H -4.20824 0.66113 -1.44346 0.33
H -2.42924 0.19986 -1.56961 0.09
H -3.65491 -0.94802 -2.05095 0.25
H -0.59127 -3.13010 -1.25276 0.29
H -1.52021 -2.75227 0.25713 0.16
H 0.35721 -2.75292 0.36684 0.20
H 0.33289 3.70455 -1.13071 0.23
H 1.44336 3.61810 0.66156 0.20
H 1.74541 2.40800 -0.97166 0.21
```

## Properties
**LUMO level**: 0.828 eV
**DFT total energy**: -17931.8087 eV
**Net charge**: 0
**ΔE to the lowest compared entry with this formula, charge and spin**: 3.0601 eV
**Highest occupied orbital energy**: -9.397 eV

# 3
DFT (ωB97M-V/def2-TZVPD) results for 5 unconnected molecules or ions with the total composition C11H24O9.

Geometry as XYZ:
```
44
Properties=species:S:1:pos:R:3:mulliken_charge:R:1
C 1.59213 1.87213 1.67371 -1.15
C 1.56473 3.02024 0.69701 0.48
C 2.35724 2.80380 -0.60174 -0.39
O 1.41511 3.10693 -1.64156 -0.36
C 0.19848 3.33780 -1.11904 0.73
O -0.77851 3.57716 -1.75177 -0.55
O 0.22657 3.25314 0.22706 -0.38
H 1.15744 0.97746 1.21919 0.16
H 1.01863 2.11144 2.56609 0.39
H 2.61987 1.62273 1.93871 0.32
H 1.90826 3.93801 1.17957 0.28
H 2.70599 1.78215 -0.73484 0.16
H 3.17653 3.51234 -0.68784 0.31
C -3.67383 1.95909 -1.98279 -1.57
C -3.04201 1.27401 -0.78782 0.96
C -4.03617 0.74936 0.27250 -0.46
O -3.62221 -0.60122 0.49737 -0.33
C -2.73420 -0.97247 -0.44459 0.68
O -2.27692 -2.06856 -0.54284 -0.60
O -2.40986 0.05791 -1.24311 -0.35
H -4.28310 2.80791 -1.67829 0.38
H -4.24053 1.22201 -2.55145 0.41
H -2.87042 2.32905 -2.61972 0.34
H -2.29775 1.91512 -0.31569 -0.08
H -5.06374 0.77330 -0.08723 0.26
H -3.92833 1.29310 1.20671 0.33
C 0.78119 -0.78745 -0.88982 -0.18
O 0.67509 -1.56171 0.29804 -0.46
H 0.78917 -1.40895 -1.78591 0.37
H 0.01483 -0.01162 -0.90207 0.04
H 1.74605 -0.26983 -0.88794 0.02
H -0.16834 -2.03018 0.25195 0.17
C 4.09149 -1.40145 1.80181 -0.46
O 3.04016 -2.33941 1.82414 -0.52
H 4.92272 -1.79644 2.37970 0.30
H 4.44216 -1.19656 0.78177 0.25
H 3.78954 -0.43898 2.23774 0.11
H 2.41519 -2.12360 1.12087 0.35
C -0.51814 -4.88276 0.11871 -0.29
O 0.34403 -5.99004 0.34211 -0.55
H -1.36544 -5.20664 -0.48256 0.28
H -0.89175 -4.45447 1.05276 0.26
H -0.01814 -4.10116 -0.46242 0.05
H 1.22681 -5.65268 0.51348 0.30
```

## Properties
**LUMO level**: 0.486 eV
**DFT total energy**: -30223.2969 eV
**Net charge**: 0
**ΔE to the lowest compared entry with this formula, charge and spin**: 0.0000 eV
**Highest occupied orbital energy**: -10.013 eV

# 4
DFT (ωB97M-V/def2-TZVPD) results for a molecular structure, C11H25AsAuOS4.

Geometry as XYZ:
```
43
Properties=species:S:1:pos:R:3:mulliken_charge:R:1
Au -0.07152 -0.03402 -0.23172 1.19
C -0.67217 2.70539 -1.91249 -0.74
C -0.96056 1.76485 -3.06240 -0.78
S -0.32484 0.06820 -2.75319 0.07
C -1.81218 -0.97420 -2.95524 -0.88
C -2.84523 -0.88838 -1.84875 -0.48
S -2.10979 -1.52577 -0.31984 -0.08
C -3.06997 -0.73415 0.99769 -0.46
C -2.22721 -0.69053 2.25478 -0.89
S -0.70873 0.32623 2.16742 0.07
C -1.36347 2.04676 2.16324 -0.81
C -0.90515 2.85752 0.97063 -0.76
S -1.59777 2.06418 -0.49833 -0.06
H -1.01570 3.71741 -2.13469 0.52
H 0.38927 2.73343 -1.66647 0.38
H -0.43992 2.11320 -3.95589 0.48
H -2.02503 1.69587 -3.28832 0.47
H -1.42021 -1.98678 -3.06804 0.46
H -2.26088 -0.69435 -3.91128 0.52
H -3.69522 -1.52848 -2.09394 0.55
H -3.21062 0.12389 -1.67835 0.27
H -3.95724 -1.34633 1.17259 0.54
H -3.39426 0.25129 0.66381 0.28
H -1.87463 -1.68228 2.54383 0.46
H -2.81000 -0.29848 3.09185 0.53
H -0.98563 2.50640 3.07780 0.51
H -2.44989 1.98596 2.23164 0.46
H 0.18068 2.88815 0.88380 0.37
H -1.28884 3.87786 1.03609 0.54
C 4.15931 -0.14427 1.82806 -1.03
As 3.15679 -1.25911 0.64729 0.74
C 4.28747 -1.99040 -0.70098 -1.04
C 2.31273 -2.65416 1.65023 -1.07
O 1.96515 -0.30412 -0.13417 -0.75
H 4.83766 -0.78333 2.39406 0.43
H 3.47993 0.36680 2.50676 0.33
H 4.73051 0.57712 1.24767 0.38
H 5.02713 -2.62144 -0.20758 0.42
H 4.78508 -1.17873 -1.22759 0.37
H 3.69657 -2.58325 -1.39557 0.37
H 3.04179 -3.44058 1.84510 0.42
H 1.48944 -3.06827 1.06999 0.34
H 1.95714 -2.25908 2.60052 0.37
```

## Properties
**LUMO level (alpha / beta)**: -13.038 / -13.035 eV
**DFT total energy**: -121703.3706 eV
**Net charge**: +3
**ΔE to the lowest compared entry with this formula, charge and spin**: 0.2908 eV
**Highest occupied orbital energy (alpha / beta)**: -18.659 / -18.723 eV

# 5
DFT (ωB97M-V/def2-TZVPD) results for a molecular structure, C11H25CaO13V2.

Geometry as XYZ:
```
52
Properties=species:S:1:pos:R:3:mulliken_charge:R:1
O -4.65979 -2.10624 -0.70778 -0.57
V -3.38325 -2.99484 -0.52806 1.33
O -2.76220 -3.33887 -1.99129 -0.57
O 0.72357 -4.29520 0.68593 -0.62
V -0.01632 -3.46994 1.89464 1.38
O 1.02460 -2.83975 2.84445 -0.64
Ca -2.39301 1.12175 -1.53474 1.50
C -2.76652 -3.58270 2.06152 1.57
O -2.10064 -3.01628 2.95470 -0.74
O -3.77343 -2.91229 1.72833 -0.78
O -2.08964 -3.97724 1.08746 -0.93
O -0.56574 0.48563 0.10575 -0.25
C -0.85704 -0.78451 -0.03107 1.08
O -0.28466 -1.62580 0.69520 -0.13
O -1.82504 -1.06964 -0.72918 -0.51
H 0.09410 0.31850 0.78272 -0.33
C 2.41265 -0.28377 2.23715 -1.19
C 3.27095 0.85823 1.68021 0.42
C 3.01836 1.08828 0.15861 -1.10
O 3.00030 1.99525 2.47216 -0.56
H 1.39131 0.01161 2.47739 0.36
H 2.86850 -0.62183 3.16776 0.44
H 2.32235 -1.20951 1.66885 0.24
H 4.34377 0.70927 1.80261 0.31
H 3.18598 0.25532 -0.52416 0.23
H 3.68413 1.87497 -0.19632 0.47
H 2.00234 1.45023 0.00115 0.17
H 3.21636 2.78869 1.97681 0.31
C -1.95574 3.22171 1.85140 -1.11
C -2.50674 3.94882 0.65758 0.42
C -2.04337 5.39426 0.56410 -1.56
O -2.14496 3.32913 -0.46353 -0.26
H -2.14659 3.83505 2.73202 0.45
H -0.93550 2.89478 1.65060 0.19
H -2.58603 2.33562 1.92679 0.28
H -3.59081 4.02428 0.74251 0.19
H -1.03244 5.57066 0.93152 0.33
H -2.70977 5.82303 1.31255 0.39
H -2.35525 5.78213 -0.40564 0.59
H -1.79128 4.02378 -1.02386 0.23
C 1.39036 -3.44365 -2.92006 -1.15
C 0.82283 -2.06977 -3.28203 0.76
C 1.65609 -0.99549 -2.59113 -1.14
O 0.91276 -1.71448 -4.61572 -0.60
H 1.33423 -3.52544 -1.83458 0.20
H 2.43835 -3.53325 -3.20603 0.34
H 0.84298 -4.26605 -3.38064 0.33
H -0.20963 -1.85951 -3.00290 -0.10
H 2.74355 -1.02357 -2.65996 0.56
H 1.44702 -1.07540 -1.52436 -0.07
H 1.50971 0.05598 -2.83828 0.45
H 1.82821 -1.56179 -4.86115 0.38
```

## Properties
**LUMO level**: -5.953 eV
**DFT total energy**: -108236.7192 eV
**Net charge**: +1
**ΔE to the lowest compared entry with this formula, charge and spin**: 3.2001 eV
**Highest occupied orbital energy**: -11.386 eV

Calculated values (Eh/bohr) of F_max for the records, taken in order: 0.008; 0.107; 0.013; 0.024; 0.146.